Entry 1:
{"formula": "C3HNO3S", "method": "the ωB97M-V functional and the def2-TZVPD basis", "species": ["N", "C", "C", "O", "C", "O", "H", "O", "S"], "xyz": [[0.662713, 0.169124, -0.276142], [0.919343, 1.474286, 0.134545], [-0.247973, -0.789325, 0.270415], [2.057847, 1.975538, -0.099997], [-2.008436, -1.209699, -0.698198], [0.300230, -1.959236, 0.416572], [1.474380, -0.380201, -0.505449], [-2.853909, -1.684598, -0.039172], [-0.304196, 2.404114, 0.797429]], "forces_ev_per_angstrom": [[-0.03, -1.06, 0.49], [1.75, 0.73, -1.09], [0.66, -2.49, 0.20], [-0.69, -1.27, 0.04], [-0.52, -0.03, 0.36], [-0.96, 2.79, -0.45], [0.89, 0.31, -0.16], [0.43, 0.24, -0.27], [-1.54, 0.78, 0.89]], "nbo_charge": [-0.72, 0.46, 0.39, -0.76, 0.32, -0.81, 0.35, -0.66, -0.58], "lumo_energy_ev": 6.17, "total_charge": -2, "e_above_lowest_kcal_mol": 37.2, "spin_multiplicity": 1, "gap_ev": 5.1}


Entry 2:
{"formula": "C6H4N4O2", "method": "the ωB97M-V functional and the def2-TZVPD basis", "species": ["N", "C", "C", "H", "O", "C", "H", "N", "H", "C", "C", "O", "N", "C", "H", "N"], "xyz": [[-0.815950, 0.709352, -1.366938], [0.021569, 0.253507, -0.449992], [-0.553328, -0.609264, 0.459383], [-2.825794, -1.123744, 0.434013], [5.508832, 0.423400, 0.422342], [1.271372, 0.792516, -0.376395], [4.142965, 2.128590, -0.327674], [-2.023337, 0.124323, -0.998446], [0.057321, -1.100675, 1.231528], [4.439768, 0.176196, -0.166981], [-1.892577, -0.643200, 0.059602], [3.700772, -2.078037, -0.988117], [3.534970, 1.350771, -0.186409], [3.989838, -1.038739, -0.469345], [-2.929312, 0.147163, -1.409559], [2.228817, 1.392577, -0.027444]], "forces_ev_per_angstrom": [[-2.58, 0.18, -1.19], [-0.25, 1.07, -0.33], [-0.95, -1.45, 1.33], [1.27, 0.19, -0.06], [0.18, -0.91, -0.92], [0.40, -2.07, -0.95], [-0.57, 1.14, 0.49], [1.59, 0.44, -0.13], [-1.05, 0.18, -0.28], [0.29, 4.42, 2.36], [0.17, -1.52, 2.05], [1.04, 3.15, 1.71], [1.99, -3.10, -1.03], [-2.19, -5.53, -2.65], [0.06, 0.89, -1.21], [0.61, 2.94, 0.81]], "nbo_charge": [-0.26, -0.03, -0.34, 0.22, -0.53, 0.32, 0.41, -0.34, 0.24, 0.31, -0.01, -0.37, -0.44, 0.61, 0.41, -0.19], "lumo_energy_ev": [-1.26, -0.49], "e_above_lowest_kcal_mol": 175.4, "spin_multiplicity": 1, "gap_ev": [5.2, 8.1]}